The following is a DFT calculation (ωB97M-V/def2-TZVPD) of C36H36F4N5P2Pd as an isolated structure.

Its highest occupied orbital energy (alpha / beta) is -0.561 / -0.615 Eh. The HOMO-LUMO gap (alpha / beta) is 5.27 / 4.77 eV. The value obtained for the calculated total energy is -2876.1355 hartree. Its expectation value of S² is 6.095. For the maximum force, the calculation gives 0.2 eV/A.

Structure (ORCA input):
```
! wB97M-V def2-TZVPD RIJCOSX def2/J DEFGRID3
* xyz 3 5
Pd -0.3798 0.0642 0.8454
C -4.0809 -2.2325 -1.6929
C -2.6532 -2.0526 -1.1450
C -1.6270 -2.0447 -2.2808
P -2.5720 -0.5786 -0.0607
C -3.5743 0.8026 -0.7067
C -3.7581 1.9375 0.2961
C -3.0503 1.2933 -2.0576
C -3.0724 -1.0357 1.6088
C -3.9189 -2.0935 1.9092
C -4.2106 -2.3911 3.2379
C -3.6295 -1.6569 4.2624
C -2.7699 -0.6032 3.9807
C -2.5127 -0.2694 2.6529
N -1.6083 0.7351 2.2619
C -1.4724 1.9374 2.8751
C -2.3979 2.4474 3.8204
C -2.1416 3.6457 4.4478
C -0.9913 4.3747 4.1456
C -0.1084 3.9252 3.1560
C -0.3540 2.7365 2.5017
P 0.6512 2.1128 1.1421
C 2.3994 1.8814 1.5745
C 3.1934 3.1816 1.7484
C 2.5109 0.9621 2.7936
C 0.3541 3.0959 -0.3709
C 0.4292 4.6086 -0.1264
C 1.2946 2.6421 -1.4907
H -4.1290 -3.2031 -2.1878
H -4.3174 -1.4751 -2.4394
H -4.8540 -2.2127 -0.9257
H -2.4163 -2.8708 -0.4568
H -1.8725 -1.3023 -3.0384
H -1.6436 -3.0218 -2.7631
H -0.6145 -1.8657 -1.9283
H -4.5438 0.3051 -0.8512
H -2.8237 2.4754 0.4695
H -4.1550 1.5928 1.2513
H -4.4732 2.6488 -0.1174
H -2.0331 1.6845 -1.9748
H -3.6907 2.1016 -2.4101
H -3.0556 0.5175 -2.8199
H -4.3538 -2.6973 1.1253
H -4.8690 -3.2175 3.4686
H -3.8234 -1.9226 5.2930
H -2.2612 -0.0890 4.7842
H -3.3158 1.9165 4.0236
H -2.8473 4.0323 5.1707
H -0.7992 5.3152 4.6448
H 0.7437 4.5376 2.8962
H 2.7985 1.3686 0.6944
H 2.8440 3.7757 2.5915
H 3.1999 3.7938 0.8493
H 4.2271 2.9012 1.9548
H 2.1493 1.4534 3.6984
H 3.5607 0.7142 2.9491
H 1.9637 0.0235 2.6675
H -0.6795 2.8442 -0.6341
H 1.4377 4.9346 0.1215
H -0.2563 4.9433 0.6505
H 0.1415 5.1101 -1.0507
H 2.3402 2.8271 -1.2373
H 1.0736 3.2181 -2.3890
H 1.1719 1.5863 -1.7334
F 5.9675 -1.8742 -2.1495
C 5.0136 -2.6743 -2.5714
C 5.3422 -3.7533 -3.3753
F 6.6075 -3.9431 -3.6781
C 4.3652 -4.6297 -3.8370
C 3.0311 -4.3907 -3.4606
C 2.7063 -3.3351 -2.6550
F 1.4298 -3.1313 -2.3139
C 3.6784 -2.4300 -2.1794
C 3.3383 -1.3331 -1.3473
C 2.0409 -1.0526 -0.8613
N 1.0672 -0.7065 -0.3492
C 4.2451 -0.3501 -0.8665
N 4.8590 0.5440 -0.4763
F 2.0688 -5.1801 -3.9005
C 4.7146 -5.7834 -4.6902
C 5.6146 -5.6216 -5.7494
N 6.3619 -5.4471 -6.6148
C 4.1290 -7.0302 -4.4322
N 3.6457 -8.0466 -4.1680
*
```

Atom charges from the Löwdin analysis, given in e for atoms 1 to 4:
1. Pd 0.77
2. C -0.07
3. C -0.50
4. C -0.09

The following is a DFT calculation (ωB97M-V/def2-TZVPD) of a 6-piece molecular cluster, C36H36F6O4S overall at a distorted geometry.

Its highest occupied orbital energy is -0.334 Eh. The HOMO-LUMO gap is 8.01 eV. The value obtained for the calculated total energy is -2691.4918 hartree. For the maximum force, the calculation gives 9.8 eV/A. Its SMILES is CC[C@@H](C)[C@@H](OC=O)S(=O)(=O)F.Fc1ccccc1.Fc1ccccc1.Fc1ccccc1.Fc1ccccc1.Fc1ccccc1.

Structure (ORCA input):
```
! wB97M-V def2-TZVPD RIJCOSX def2/J DEFGRID3
* xyz 0 1
C 3.4043 -1.6684 0.1652
C 4.5539 -0.7947 -0.6602
C 4.0947 0.7345 -1.0223
C 5.1913 1.8974 -0.5746
C 3.6629 0.9443 -2.6244
O 4.8045 1.3002 -3.4888
C 5.7268 0.1763 -3.6943
O 6.7701 -0.1510 -2.9146
S 2.5685 -0.4285 -3.2872
O 1.3689 -0.7518 -2.3130
O 1.8788 0.1053 -4.5964
F 3.3588 -1.9203 -3.5720
H 2.7648 -0.9849 0.8798
H 2.7709 -2.2526 -0.6271
H 3.9038 -2.4929 0.8693
H 5.4636 -0.6952 0.1063
H 4.8823 -1.4507 -1.5711
H 3.1263 0.9549 -0.3595
H 4.5761 2.9203 -0.5846
H 6.1016 1.9767 -1.3183
H 5.6323 1.6725 0.4916
H 2.9716 1.9187 -2.6046
H 5.5161 -0.5502 -4.6080
F 0.2780 1.9329 -0.0145
C -0.9526 1.8693 -0.5399
C -1.8199 2.9450 -0.3835
C -3.0995 2.8812 -0.9349
C -3.5018 1.7368 -1.6279
C -2.6258 0.6603 -1.7752
C -1.3425 0.7289 -1.2334
H -1.4928 3.8222 0.1651
H -3.7824 3.7200 -0.8248
H -4.5015 1.6857 -2.0539
H -2.9425 -0.2310 -2.3114
H -0.6457 -0.0950 -1.3461
F -5.3616 -1.1650 -2.1983
C -5.2561 -2.3231 -1.5333
C -5.1237 -2.3078 -0.1492
C -5.0190 -3.5136 0.5441
C -5.0370 -4.7222 -0.1564
C -5.1652 -4.7270 -1.5461
C -5.2811 -3.5216 -2.2379
H -5.1033 -1.3591 0.3772
H -4.9229 -3.5126 1.6270
H -4.9508 -5.6623 0.3844
H -5.1749 -5.6687 -2.0896
H -5.3905 -3.5073 -3.3173
F -11.2291 2.3560 -4.6158
C -10.2128 1.5475 -4.2872
C -10.3888 0.1693 -4.3448
C -9.3293 -0.6730 -4.0078
C -8.1078 -0.1270 -3.6059
C -7.9426 1.2576 -3.5464
C -8.9987 2.0995 -3.8943
H -11.3473 -0.2367 -4.6512
H -9.4543 -1.7518 -4.0570
H -7.2830 -0.7843 -3.3388
H -6.9922 1.6803 -3.2294
H -8.8849 3.1780 -3.8623
F 1.3856 -1.8386 2.9751
C 2.3640 -2.2234 3.8054
C 3.5105 -1.4448 3.9192
C 4.5272 -1.8423 4.7874
C 4.3905 -3.0211 5.5247
C 3.2381 -3.7984 5.3997
C 2.2169 -3.3947 4.5399
H 3.6026 -0.5367 3.3323
H 5.4242 -1.2365 4.8894
H 5.1857 -3.3331 6.1984
H 3.1358 -4.7176 5.9715
H 1.3106 -3.9823 4.4373
F 5.0632 1.3048 2.8984
C 5.1559 2.4157 3.6413
C 4.2687 3.4632 3.4193
C 4.3616 4.6181 4.1960
C 5.3488 4.7169 5.1796
C 6.2378 3.6621 5.3914
C 6.1375 2.5031 4.6222
H 3.5138 3.3718 2.6452
H 3.6678 5.4396 4.0356
H 5.4237 5.6197 5.7822
H 7.0079 3.7430 6.1548
H 6.8146 1.6701 4.7795
*
```

Atom charges from the Löwdin analysis, given in e for atoms 1 to 4:
1. C -0.12
2. C -0.21
3. C -0.28
4. C -0.07

The following is a DFT calculation (ωB97M-V/def2-TZVPD) of C36H36GeN7O7S3Sn as an isolated structure at a distorted geometry.

Its highest occupied orbital energy is -0.531 Eh. The HOMO-LUMO gap is 6.61 eV. The value obtained for the calculated total energy is -5788.3809 hartree. For the maximum force, the calculation gives 1.8 eV/A.

Structure (ORCA input):
```
! wB97M-V def2-TZVPD RIJCOSX def2/J DEFGRID3
* xyz 3 1
Sn -0.1248 1.1403 1.1135
O -1.8268 -1.8363 1.2949
S -2.4674 -1.0428 2.5759
O -2.6352 -1.9412 3.6356
O -1.6268 0.1040 2.7692
C -3.9336 -0.4988 1.7496
C -5.0683 0.0104 2.3548
C -6.1360 0.3877 1.5442
C -6.0436 0.2783 0.1637
C -4.8902 -0.2199 -0.4382
C -3.8363 -0.6045 0.3746
S -2.3314 -1.3866 -0.1347
O -2.3897 -0.6636 -3.2512
O -2.5328 -2.4981 -0.9773
O -1.3224 -0.4520 -0.6169
H -5.1308 0.0964 3.4278
H -7.0447 0.7589 1.9982
H -6.8901 0.5550 -0.4470
H -4.8311 -0.3258 -1.5106
N 3.0508 -1.1463 3.8705
C 3.5597 -2.3256 3.2990
C 4.5813 -3.0090 3.9383
C 5.0976 -4.1720 3.3844
C 4.6015 -4.6477 2.1855
C 3.5821 -3.9628 1.5331
C 3.0661 -2.8128 2.0942
S 1.7159 -1.9544 1.2611
N 1.5611 -0.5184 2.1645
C 2.1685 -0.3070 3.2895
C 1.8772 0.9753 3.9750
C 2.3051 1.2722 5.2697
C 1.9885 2.5038 5.8225
C 1.2514 3.4078 5.0723
C 0.8539 3.0278 3.7998
N 1.1559 1.8527 3.2658
H 3.4800 -0.8827 4.7445
H 4.9674 -2.6356 4.8738
H 5.8841 -4.7003 3.8979
H 4.9936 -5.5540 1.7551
H 3.1771 -4.3323 0.6029
H 2.8558 0.5636 5.8674
H 2.3068 2.7500 6.8248
H 0.9882 4.3750 5.4680
H 0.2724 3.6922 3.1663
C 2.7834 3.5638 -1.0498
N 3.3946 2.2623 -1.1770
C 2.7700 1.1211 -0.8894
N 3.4365 -0.0381 -1.0298
O 1.5628 1.1089 -0.5367
H 2.9199 4.1230 -1.9728
H 3.2314 4.1193 -0.2251
H 1.7197 3.4327 -0.8579
H 4.3680 2.2511 -1.4366
H 4.4261 -0.0762 -1.2057
H 2.9815 -0.8664 -0.6694
Ge -0.7562 -1.1087 -2.8148
C 0.4159 0.4200 -3.4242
C -0.1134 1.6995 -3.5061
C 0.5912 2.7061 -4.1438
C 1.8343 2.4389 -4.6929
C 2.3666 1.1644 -4.6007
C 1.6620 0.1488 -3.9742
C -0.2790 -3.0648 -2.8985
C 1.0717 -3.4001 -2.8940
C 1.4497 -4.7092 -3.1459
C 0.4856 -5.6795 -3.3692
C -0.8591 -5.3444 -3.3366
C -1.2498 -4.0349 -3.1083
H -2.9231 -1.3041 -3.7254
H -1.0895 1.8917 -3.0914
H 0.1643 3.6925 -4.2379
H 2.3737 3.2144 -5.2133
H 3.3194 0.9450 -5.0533
H 2.0791 -0.8468 -3.9487
H 1.8216 -2.6429 -2.7050
H 2.4969 -4.9697 -3.1871
H 0.7795 -6.6978 -3.5715
H -1.6098 -6.1003 -3.5063
H -2.3016 -3.7858 -3.0777
C -4.6923 3.9273 -2.0533
N -3.9026 3.4271 -0.9574
C -3.9554 3.8423 0.3380
C -2.9980 3.1373 1.0105
N -2.3647 2.2942 0.1397
C -2.9415 2.4961 -1.0322
H -5.3381 4.7284 -1.7023
H -5.3116 3.1374 -2.4796
H -4.0440 4.3237 -2.8361
H -4.6458 4.5864 0.6781
H -2.7195 3.1784 2.0495
H -2.6899 1.9669 -1.9302
*
```

Atom charges from the Löwdin analysis, given in e for atoms 1 to 4:
1. Sn 1.55
2. O -0.31
3. S 0.69
4. O -0.13